Density functional theory data (wB97M-V/def2-TZVPD) for a 8-piece molecular cluster, C50H118BF4N7O2 overall.

Last column: Löwdin charge in e.
CARTESIAN COORDINATES (ANGSTROEM)
N (-4.75852, -8.61327, 1.78256)  -0.235
C (9.72742, 6.97535, 1.10080)  -0.217
N (-8.21969, 0.82999, -4.04848)  -0.322
H (-9.59152, 2.44985, -4.14275)  0.107
H (10.15554, 6.66469, 2.05385)  0.105
H (4.20054, -4.49150, 14.65583)  0.129
H (-9.17104, 1.07644, -5.89198)  0.151
H (-5.99001, 5.75469, 3.83553)  0.110
H (-6.76364, 9.11103, 2.65682)  0.122
H (0.28461, -2.49389, 8.84813)  0.080
H (3.94347, 6.29739, -7.17308)  0.108
H (-8.32779, -0.46609, -5.73834)  0.143
H (-3.91569, 5.29519, 7.80675)  0.081
H (-8.58608, -0.82181, -2.61942)  0.101
H (13.21382, 9.54146, -0.03238)  0.136
H (10.72701, 7.09263, -1.67245)  0.141
H (4.35260, -8.96758, -8.29420)  0.110
C (-5.03830, -9.49907, 0.53059)  0.060
C (1.37946, -9.74308, -11.26661)  -0.077
O (0.88849, 7.14676, -10.70243)  -0.091
H (1.85984, -3.18636, 13.32586)  0.128
H (7.64811, 6.14351, 1.28189)  0.075
H (-2.08799, -8.16045, 0.43647)  0.116
H (-6.09545, -9.53898, 0.26800)  0.096
H (-6.03206, 7.01997, 2.64641)  0.100
H (-0.26893, -3.99232, 13.01775)  0.089
C (-5.51124, 6.68989, 3.54525)  -0.005
C (8.18152, 7.08525, 1.15265)  -0.093
C (2.52515, -6.03430, 14.47053)  -0.161
H (1.28497, 3.87989, -8.14758)  0.115
C (3.18862, 5.51168, -7.20410)  0.035
H (-7.64514, -8.60740, 1.84307)  0.113
H (-6.44881, 0.74418, -5.07739)  0.105
H (0.84371, -6.45433, -7.82896)  0.127
H (1.20718, -8.70321, -8.81852)  0.126
H (-2.82110, -9.57869, 2.21054)  0.143
H (2.93734, -9.20110, -7.18199)  0.106
H (12.46013, 6.55724, -3.12063)  0.131
H (-4.77447, 8.09613, 6.53319)  0.135
C (-3.30553, -8.60432, 2.14717)  -0.105
H (-5.21454, 10.87593, 3.29719)  0.146
C (-5.75029, -9.01424, 2.90333)  -0.125
H (3.15683, -8.76758, -10.82745)  0.110
F (1.18231, 2.25502, -1.14491)  0.105
H (13.68966, 6.44439, 0.52702)  0.112
H (0.73766, -4.25284, 8.66903)  0.076
H (0.94081, 7.76937, -11.43128)  0.102
F (-0.29450, 1.84431, 0.35552)  0.079
C (-6.95759, 1.50756, -4.48873)  -0.009
H (-9.95343, 1.27873, -2.86281)  0.109
C (-4.60323, 8.97490, 4.14172)  -0.126
H (12.26051, 6.48401, 1.48012)  0.089
H (2.27321, 6.29831, -11.85413)  0.134
H (-4.76092, -10.51679, 0.80517)  0.117
H (-7.24468, 0.21362, -2.20304)  0.109
N (1.53773, -5.05009, 12.59649)  -0.247
H (3.03054, -6.51184, 12.43886)  0.143
H (-11.03963, 0.19029, -4.71274)  0.145
H (4.07385, -8.04955, -6.74040)  0.104
C (2.39709, -9.24842, -10.21127)  -0.230
H (-5.59713, 10.61234, 4.98615)  0.139
H (-3.15108, 6.57449, 5.13375)  0.118
H (2.54995, 5.54177, -6.32132)  0.104
H (-5.07860, -6.45961, 2.39223)  0.137
H (3.57600, 6.39842, -9.50261)  0.125
O (-10.18722, -1.62882, -4.19471)  0.003
H (3.07025, 4.81185, -9.68927)  0.120
C (-5.47883, 10.10986, 4.02614)  -0.178
C (1.55578, 7.25829, -7.79974)  -0.002
H (-4.51909, 6.46149, 3.15592)  0.102
H (1.08632, 7.28806, -6.81647)  0.114
H (0.06210, -4.86319, 14.25447)  0.114
C (10.62178, 8.19939, 0.77191)  -0.087
C (12.52167, 9.00546, -0.68180)  -0.067
H (-8.60238, 2.57417, -2.72523)  0.110
C (3.12756, -4.62630, 14.51937)  -0.123
H (-8.18441, -10.41638, 4.01609)  0.095
C (13.05150, 8.47668, -2.01156)  -0.136
C (3.54639, -6.24634, -8.96165)  -0.107
H (1.90635, -2.83960, 10.93956)  0.105
H (7.79650, 7.57245, 2.04847)  0.074
H (9.75474, 6.05062, 0.52442)  0.099
H (2.41064, 7.88823, -8.04571)  0.118
N (2.72895, -7.42956, -8.34932)  -0.203
C (-8.04497, -9.37511, 3.72555)  -0.096
H (1.48871, -7.40988, -6.57947)  0.134
H (-1.90100, -7.06797, 1.76872)  0.120
H (0.38697, 5.08963, -7.17766)  0.109
H (1.73174, -6.10313, 15.21474)  0.117
C (-5.00378, 7.16872, 6.00835)  -0.074
C (1.77937, 6.04585, -10.91579)  -0.174
H (13.62519, 6.45239, -1.74299)  0.109
H (0.16158, 5.05746, -8.94623)  0.111
H (4.09349, -4.34933, -8.06225)  0.128
H (-3.94362, 8.64409, 3.33950)  0.140
F (-0.77507, 1.25075, -1.79905)  0.065
H (1.93813, -2.91138, 8.79021)  0.079
H (-5.27630, -9.81562, 3.47011)  0.139
F (-0.72264, 3.45187, -1.11154)  0.143
H (10.05380, 8.84430, 0.10139)  0.119
H (-7.26855, -10.32036, 2.04697)  0.121
C (1.78537, -6.67217, -7.32505)  -0.111
H (-5.97174, 6.82483, 6.37292)  0.134
H (1.80755, -10.58310, -11.81363)  0.087
C (2.12448, -6.39020, 13.03244)  -0.082
H (0.72297, 7.61568, -8.40538)  0.100
C (1.07845, -3.48201, 10.63961)  -0.220
C (0.97339, -3.29171, 9.12594)  -0.094
H (-7.06683, -0.86867, -3.61934)  0.108
H (3.30764, -3.79022, 12.53393)  0.134
C (11.62842, 6.76867, -1.15225)  -0.131
H (0.11100, -3.21735, 11.06635)  0.101
H (3.72350, 4.57005, -7.32787)  0.112
H (12.50870, 9.05810, -2.75683)  0.113
H (3.04284, -5.86196, -9.84866)  0.137
H (-10.43553, -0.75267, -5.97866)  0.143
H (13.36882, 7.91542, 1.60109)  0.114
H (-7.09778, 8.77595, 5.65427)  0.138
C (-3.88507, 6.18224, 5.83768)  -0.234
H (11.40184, 5.74964, -0.83866)  0.134
C (-7.19333, -9.33825, 2.51376)  -0.254
C (-7.75819, -0.25352, -3.04339)  0.028
H (-7.78102, -8.75814, 4.58448)  0.089
H (-7.58196, 10.23224, 3.85755)  0.139
C (12.74520, 6.95361, -2.14609)  -0.122
H (3.19580, -6.83296, 14.78749)  0.127
H (-6.39377, 1.83323, -3.61457)  0.114
C (-4.95800, -7.03997, 1.47750)  -0.041
H (-3.78821, 9.12466, 4.84983)  0.135
H (1.72222, -4.62839, -7.16442)  0.117
H (-2.36389, 5.00418, 7.10733)  0.080
H (-6.99638, 2.33788, -5.19383)  0.117
C (2.53366, -4.04056, 13.25945)  -0.081
C (-6.92868, 8.36098, 4.66064)  -0.078
N (-5.47489, 7.79333, 4.61042)  -0.203
H (-3.52614, -5.64103, 0.73936)  0.120
C (0.86857, 4.88713, -8.13430)  0.019
H (4.49725, -6.60242, -9.35811)  0.138
H (-5.55118, -8.36907, 3.75902)  0.126
H (-5.90433, -6.98870, 0.93903)  0.124
H (-7.68932, 7.61785, 4.42131)  0.139
C (2.65953, 5.81854, -9.61183)  -0.039
N (11.88962, 7.73265, 0.00560)  -0.226
C (-9.16107, 1.86176, -3.33222)  0.057
C (1.39529, -4.98004, 11.03288)  -0.073
H (1.07544, -9.06916, -12.06755)  0.085
H (11.63240, 9.61549, -0.84046)  0.116
H (-4.29594, 5.22903, 5.50501)  0.111
H (2.73456, -4.07799, 15.37553)  0.122
H (4.58837, -5.86586, -7.24856)  0.113
H (-2.63977, 6.52784, 7.64493)  0.078
H (-8.98786, -8.97315, 3.35479)  0.089
C (1.82864, -8.06328, -9.44491)  -0.133
H (-9.47934, -2.18455, -4.52887)  0.111
H (-0.62254, -5.66470, 12.71366)  0.119
H (2.35540, -5.25361, 10.59532)  0.130
H (-3.87204, -6.82943, -0.49233)  0.115
C (-3.17711, 5.72953, 7.13301)  -0.086
H (1.28941, -7.25208, -9.93409)  0.143
H (13.99285, 8.95554, -2.28111)  0.125
H (1.07510, 5.26452, -11.20146)  0.117
C (-3.74488, -6.69722, 0.58212)  -0.149
H (2.54976, -5.28074, -5.87572)  0.121
H (0.66634, -5.75446, 10.79411)  0.130
H (-4.40697, -9.09058, -0.25851)  0.099
C (3.62954, -8.49005, -7.63296)  0.049
H (10.82586, 8.91185, 1.57119)  0.146
C (-6.79225, 9.50393, 3.67314)  -0.164
C (-8.98955, 0.23254, -5.22639)  -0.124
H (-3.37730, -8.22164, 3.16526)  0.128
H (2.90047, -9.99743, -9.59997)  0.112
B (-0.18060, 2.22657, -0.97550)  -1.392
H (0.43916, -10.05975, -10.81534)  0.078
C (-2.65173, -7.58007, 1.16683)  -0.144
C (0.11017, -5.00219, 13.17443)  0.017
H (7.65166, 7.47730, 0.28453)  0.076
C (2.44002, -5.42047, -6.95114)  -0.142
C (-10.22617, -0.49888, -4.93950)  -0.306
C (12.96378, 7.13342, 0.95882)  0.065
N (1.99524, 5.86992, -8.14745)  -0.338
H (1.31516, -7.12033, 13.03385)  0.141
C (3.79125, -5.36197, -7.79520)  -0.121

Net charge: +6
Frontier orbital gap (eV): 8.68
LUMO energy (eV): -7.31
F_max (eV/Å): 4.16